(1)
The following is a DFT calculation (wB97M-V/def2-TZVPD) of a molecular structure, C17H26AlIO2P2 in a non-equilibrium geometry.

Results
HOMO-LUMO gap (spin up / spin down), eV: 5.03 / 5.71
Energy above the lowest of the compared OMol25 structures with the same formula, charge and spin, eV: 0.8160
Net charge: +2
Electronic energy, eV: -55402.112
E_HOMO (spin up / spin down), eV: -12.0 / -13.1

Positions of all 49 atoms, in Å:
C -1.128 -0.465 -4.751
C -1.002 0.133 -3.414
H -0.876 -1.479 -4.940
H -0.568 0.252 -5.432
H -2.252 -0.309 -4.856
O -0.312 -0.524 -2.445
I -1.889 1.966 -3.583
Al -0.281 0.183 -0.606
P -2.494 -0.913 -0.174
C -2.688 -2.410 0.797
C -3.621 0.297 0.500
H -4.638 -0.099 0.543
H -4.260 -1.955 -1.406
H -3.609 1.214 -0.108
H -3.536 -0.642 -2.382
H -2.386 -2.268 1.834
H -3.315 0.547 1.523
C -3.316 -1.473 -1.693
H -3.737 -2.726 0.790
H -2.724 -2.230 -2.230
H -2.125 -3.257 0.389
P 1.901 0.824 -1.489
C 3.255 -0.188 -0.821
C 2.080 0.841 -3.309
H 1.386 3.100 -1.143
H 3.168 2.800 -1.205
H 2.223 2.397 0.253
C 2.209 2.456 -0.836
H 1.322 1.538 -3.737
H 3.105 1.170 -3.579
H 4.127 0.445 -0.876
H 3.416 -1.109 -1.359
H 1.912 -0.162 -3.769
H 3.095 -0.409 0.217
C 0.563 -2.231 0.553
O 0.797 -3.325 0.220
C 0.637 -0.846 0.703
C 0.988 -0.347 1.877
C 1.184 0.103 3.126
C 2.343 0.986 3.360
C 2.414 1.643 4.554
C 1.301 1.465 5.429
C 0.323 0.470 5.334
C 0.201 -0.224 4.193
H 3.095 1.154 2.596
H 3.272 2.281 4.797
H 1.381 2.022 6.375
H -0.367 0.257 6.183
H -0.575 -0.955 3.996

Atomic forces in eV per Å
C -1.1937 1.4889 -0.6390
C 3.6905 -3.9922 2.9084
H 0.5282 -0.8455 0.3281
H -0.9205 -0.9941 0.3611
H 1.3124 -0.4717 -0.9199
O -4.2445 3.2366 -3.5359
I -0.0656 1.0952 1.4546
Al -0.7354 1.2561 -1.6996
P 0.1244 -0.2538 -1.0203
C -0.1319 -0.6416 0.6366
C -0.3587 0.4301 0.4691
H 0.0360 0.0259 -0.0430
H 0.1078 0.2310 -0.1474
H 0.0325 -0.3001 0.1989
H 0.0198 -0.2348 0.2588
H 0.0332 0.0085 0.0502
H -0.0406 0.0890 -0.1840
C -0.1963 -0.1205 -0.5819
H 0.0581 0.1826 0.0639
H -0.0575 0.2879 0.2442
H 0.0758 0.2654 -0.0623
P -0.2984 -0.6796 0.0608
C 0.0603 0.6161 -0.4000
C 0.2880 0.1322 -0.4816
H 0.1758 0.2010 0.0259
H 0.1449 0.4585 0.0622
H -0.0054 0.0296 0.0057
C 0.2405 0.1878 -0.2884
H 0.6885 -0.3187 0.2643
H -0.6622 -0.0286 0.0212
H 0.6532 -0.0325 -0.1349
H 0.0151 -0.2233 -0.2539
H 0.1620 0.6766 0.6195
H -0.1594 -0.0772 0.4172
C 1.3197 -2.2540 -0.7534
O -0.8280 2.6271 0.7257
C 0.0183 -2.5615 1.9249
C -0.2831 -0.0543 -0.9640
C 0.4431 0.5443 1.4813
C -1.4242 -0.7846 -0.0268
C -1.1478 -0.2574 0.3921
C 1.9693 0.3227 1.5487
C -0.7571 0.7332 1.6383
C 1.6624 0.0781 -2.8277
H -0.1848 -0.2848 -0.0702
H -0.6466 -0.1490 0.0279
H -0.3567 -0.1924 -0.4718
H 0.6614 0.4788 -0.7347
H 0.1769 0.0688 0.0512

(2)
The following is a DFT calculation (wB97M-V/def2-TZVPD) of a molecular structure, CCl2S3 in a non-equilibrium geometry.

Results
HOMO-LUMO gap (spin up / spin down), eV: 4.50 / 4.49
Energy above the lowest of the compared OMol25 structures with the same formula, charge and spin, eV: 2.9244
Electronic energy, eV: -58583.956
E_HOMO (spin up / spin down), eV: -8.5 / -8.5

Positions of all 6 atoms, in Å:
C 1.219 -0.027 0.002
S 2.605 -0.924 0.127
S -0.123 -0.972 -0.285
S -3.037 0.825 -0.313
Cl 1.144 1.673 0.143
Cl -4.324 -0.520 0.306

Atomic forces in eV per Å
C 0.9208 -0.3266 0.1492
S -0.9373 0.4582 -0.1205
S -1.2951 0.5415 -0.0290
S 1.6054 -0.4310 -0.1228
Cl -0.0780 0.0587 -0.0075
Cl -0.2158 -0.3009 0.1305

(3)
The following is a DFT calculation (wB97M-V/def2-TZVPD) of a single CH4N6O molecule in a non-equilibrium geometry.

Results
HOMO-LUMO gap (spin up / spin down), eV: 6.64 / 7.29
2S+1: 3
Energy above the lowest of the compared OMol25 structures with the same formula, charge and spin, eV: 0.0000
Electronic energy, eV: -12080.142
E_HOMO (spin up / spin down), eV: -6.1 / -9.8

Positions of all 12 atoms, in Å:
C -0.165 -1.210 -0.080
N 0.733 -1.971 0.102
N 2.108 -1.434 0.232
N 2.163 -0.200 0.129
N 1.115 0.519 -0.093
N -1.900 0.458 0.006
N -1.405 -0.878 -0.237
O 1.077 1.811 0.472
H -1.463 1.108 -0.685
H -1.527 0.770 0.894
H -2.112 -1.477 -0.649
H 1.378 2.504 -0.091

Atomic forces in eV per Å
C -3.1668 2.4791 -0.3168
N 3.2939 -3.8549 0.2553
N -1.5323 -1.6820 -0.9031
N 1.6352 4.0938 1.8756
N -1.1084 0.2130 -0.9464
N 0.7185 0.4851 -1.1374
N -0.7951 0.1144 -0.0092
O 0.7293 -1.4985 1.3813
H -0.4490 -0.7684 0.5286
H -0.0487 -0.2204 0.1693
H 0.0124 -0.0727 0.4168
H 0.7109 0.7114 -1.3139

(4)
The following is a DFT calculation (wB97M-V/def2-TZVPD) of 2 unconnected molecules or ions with the total composition C11H20F3N2O2 in a non-equilibrium geometry.

Results
HOMO-LUMO gap, eV: 10.90
Net charge: +1
Electronic energy, eV: -26950.002
E_HOMO, eV: -13.8

Positions of all 38 atoms, in Å:
C 3.462 -0.007 0.287
C 2.021 -0.484 0.839
C 1.003 -0.852 -0.331
O 0.002 -1.840 0.016
C -1.002 -1.299 0.881
N -2.214 -0.800 0.143
C -3.486 -0.965 0.950
C -3.432 0.072 2.156
O -3.260 1.452 1.766
C -2.084 1.657 0.968
C -2.035 3.158 0.398
F -1.603 3.970 1.466
F -3.267 3.576 -0.073
F -1.013 3.263 -0.563
C -2.166 0.636 -0.275
H 3.375 0.406 -0.781
H 3.891 0.849 0.914
H 4.198 -0.868 0.283
H 1.592 0.444 1.369
H 2.111 -1.276 1.650
H 0.597 0.122 -0.748
H 1.627 -1.317 -1.175
H -0.581 -0.553 1.637
H -1.359 -2.184 1.517
H -2.281 -1.377 -0.722
H -3.591 -2.048 1.264
H -4.345 -0.750 0.234
H -2.655 -0.205 2.939
H -4.452 0.018 2.674
H -1.114 1.538 1.567
H -1.394 0.863 -1.082
H -3.178 0.861 -0.768
C 4.800 -0.690 -3.391
C 3.736 -1.630 -2.927
N 2.905 -2.369 -2.563
H 4.411 -0.055 -4.188
H 5.127 -0.062 -2.561
H 5.653 -1.254 -3.769

Atomic forces in eV per Å
C -0.2699 0.0788 -0.1361
C -0.2282 1.4362 0.4411
C 2.5660 0.0541 -0.8615
O -1.4466 2.1149 0.8083
C 1.7327 -2.2509 1.7332
N -0.0463 0.1610 -0.4653
C -0.7424 0.2751 0.2221
C -0.9382 -0.5783 0.7169
O 0.8633 -0.5480 -0.6901
C 0.2243 -0.7079 -1.0065
C 0.6951 0.3394 1.3269
F -1.3308 -1.3032 -2.2624
F 2.8293 -0.6309 0.6649
F -2.4499 -0.2422 1.4376
C -0.5777 2.4593 -1.1160
H 0.0089 -0.6609 1.4674
H -0.6643 -1.3627 -0.7398
H -0.9027 1.0389 -0.0677
H 0.5268 -1.3053 -0.5233
H -0.0692 0.7160 -1.3057
H 0.0449 -1.1760 0.5168
H -1.2314 0.4740 1.2883
H -0.7251 -0.6230 -1.4342
H 0.3276 1.2189 -1.0134
H 0.1704 0.3000 0.6200
H 0.3036 1.3848 -0.0697
H 1.0980 -0.0641 1.0362
H -0.7531 0.1538 -1.0417
H 1.4964 0.1744 -0.7380
H -1.2978 0.1537 -0.7324
H -0.7460 -0.6722 1.3754
H 1.3940 -0.3708 0.6821
C -0.5890 -0.5356 0.2341
C -0.9864 -0.9791 0.3999
N 1.8861 1.6678 -0.8511
H -0.0137 -0.0933 0.0636
H -0.0515 -0.0942 -0.0279
H -0.1073 -0.0025 0.0477

(5)
The following is a DFT calculation (wB97M-V/def2-TZVPD) of a single C4H7NS molecule in a non-equilibrium geometry.

Results
HOMO-LUMO gap (spin up / spin down), eV: 6.62 / 6.60
Structure (SMILES): CC=C=CNS
Energy above the lowest of the compared OMol25 structures with the same formula, charge and spin, eV: 5.1350
Electronic energy, eV: -16581.796
E_HOMO (spin up / spin down), eV: -7.8 / -7.8

Positions of all 13 atoms, in Å:
C -2.372 0.557 -0.316
C -1.552 -0.606 0.097
C -0.298 -0.696 0.285
C 0.933 -0.445 -0.249
N 1.978 0.287 0.134
S 4.141 0.001 -0.144
H -2.518 1.073 0.629
H -3.350 0.111 -0.700
H -1.968 1.375 -0.907
H -2.190 -1.474 0.377
H 1.072 -0.816 -1.384
H 2.025 0.745 1.036
H 4.098 -0.111 1.143

Atomic forces in eV per Å
C -1.5460 -0.1323 0.2626
C -2.4124 -1.2399 0.2315
C 4.4532 0.4601 -1.0770
C -0.9468 -1.9076 -2.8224
N 3.1780 1.4832 0.2510
S -3.4236 0.0373 -0.8302
H -0.8811 0.0965 0.2383
H 1.1475 1.2520 0.3530
H 0.3866 -0.5829 -0.6771
H 0.4023 0.4849 0.0348
H -0.4210 0.6563 2.6541
H -0.3480 -0.3470 -0.0317
H 0.4114 -0.2604 1.4133

(6)
The following is a DFT calculation (wB97M-V/def2-TZVPD) of a molecular structure, C31H60F3O18S7V in a non-equilibrium geometry.

Results
HOMO-LUMO gap (spin up / spin down), eV: 6.27 / 6.89
2S+1: 2
Net charge: +1
Electronic energy, eV: -179652.104
E_HOMO (spin up / spin down), eV: -11.0 / -11.0

Positions of all 120 atoms, in Å:
O -3.433 -2.681 3.412
V -2.606 -1.465 2.694
C -0.741 1.269 -1.013
F -1.919 1.872 -0.769
F -0.724 0.814 -2.299
F 0.205 2.216 -0.798
S -0.553 -0.207 0.309
O -0.372 -1.473 -0.483
O 0.667 0.159 1.085
O -1.797 -0.240 1.178
C 0.031 -3.043 -3.687
C -0.055 -2.435 -5.088
O 0.004 -3.204 -5.968
C -0.334 -0.962 -5.305
H -0.786 -2.825 -2.999
H 1.026 -2.691 -3.413
H 0.088 -4.130 -3.736
H -1.361 -0.961 -5.671
H 0.317 -0.684 -6.133
H -0.220 -0.317 -4.433
C 3.632 3.324 1.102
C 3.629 4.276 -0.137
O 3.405 5.489 0.033
C 3.718 3.657 -1.507
H 2.688 2.780 1.123
H 3.583 3.957 1.988
H 4.583 2.800 1.203
H 4.741 3.296 -1.612
H 3.744 4.484 -2.217
H 2.953 2.899 -1.674
C -4.061 -0.577 -2.415
C -5.461 -0.109 -2.048
C -5.610 -0.218 -0.468
S -4.827 -1.903 -0.223
O -5.907 -2.893 -0.303
O -3.955 -1.832 0.979
C -3.785 -1.932 -1.717
H -3.342 0.184 -2.108
H -3.985 -0.744 -3.490
H -6.155 -0.850 -2.445
H -5.809 0.834 -2.469
H -6.565 -0.290 0.053
H -4.831 0.378 0.007
H -4.075 -2.878 -2.175
H -2.740 -2.094 -1.452
C 3.531 -0.324 -0.655
C 5.067 -0.312 -0.940
C 5.257 -0.194 -2.458
S 3.805 -1.090 -3.266
O 4.149 -2.418 -3.743
O 3.150 -0.046 -4.106
C 2.786 -1.162 -1.678
H 3.164 0.699 -0.738
H 3.190 -0.659 0.324
H 5.404 -1.315 -0.676
H 5.616 0.431 -0.362
H 6.099 -0.621 -3.004
H 5.132 0.828 -2.814
H 2.657 -2.200 -1.370
H 1.755 -0.849 -1.839
C -1.656 3.990 2.483
C -0.171 3.403 2.602
C -0.077 2.734 3.904
S -1.731 1.939 4.187
O -2.202 2.246 5.539
O -1.833 0.524 3.694
C -2.639 2.943 2.930
H -1.736 4.158 1.409
H -1.715 4.918 3.052
H 0.528 4.238 2.652
H 0.099 2.753 1.769
H -0.138 3.394 4.769
H 0.699 1.986 4.064
H -3.578 3.300 3.353
H -2.862 2.186 2.179
C 0.291 -6.052 0.853
C -0.965 -6.881 1.195
C -2.049 -5.886 1.540
S -1.717 -4.392 0.530
O -1.593 -3.211 1.414
O -2.684 -4.382 -0.572
C -0.098 -4.872 -0.113
H 0.984 -6.786 0.441
H 0.794 -5.834 1.795
H -0.769 -7.606 1.985
H -1.310 -7.310 0.254
H -2.035 -5.620 2.597
H -3.061 -6.236 1.339
H 0.485 -3.952 -0.155
H -0.308 -5.288 -1.098
C 1.066 6.433 -2.441
C 0.355 5.065 -2.372
C -1.147 5.344 -2.635
S -1.407 6.778 -1.633
O -1.709 6.321 -0.299
O -2.299 7.682 -2.320
C 0.295 7.486 -1.680
H 1.158 6.768 -3.474
H 2.080 6.373 -2.047
H 0.388 4.785 -1.319
H 0.862 4.337 -3.005
H -1.861 4.539 -2.459
H -1.245 5.725 -3.651
H 0.606 7.709 -0.659
H 0.139 8.405 -2.243
C 2.521 -3.737 3.739
C 1.549 -4.269 4.781
C 0.908 -3.038 5.596
S 0.627 -1.792 4.249
O 1.230 -0.525 4.741
O -0.772 -1.846 3.774
C 1.804 -2.578 3.009
H 2.897 -4.499 3.056
H 3.379 -3.300 4.250
H 2.097 -4.997 5.380
H 0.674 -4.779 4.378
H 1.640 -2.664 6.312
H -0.007 -3.123 6.183
H 2.349 -1.892 2.360
H 1.102 -2.931 2.253

Atomic forces in eV per Å
O 2.1960 3.9771 -1.4045
V -0.5012 -4.1794 0.7266
C -0.4624 0.0382 0.4815
F 0.2919 -0.3932 -0.3885
F 0.2555 0.6978 2.0030
F -0.5788 -1.4524 -0.5826
S 2.7475 -2.6014 0.2750
O -0.8411 3.1127 1.2026
O -2.5036 -0.1793 -1.3645
O 1.1710 0.4367 -1.5324
C 0.4563 0.1817 -0.2000
C -1.3376 0.4736 3.0454
O 0.4439 -1.5458 -3.3404
C 0.3160 -0.5807 -0.2239
H 0.3103 0.7088 0.1368
H -0.0778 0.1004 1.0424
H 0.0333 0.0636 -0.4558
H -0.0969 0.3124 0.0153
H -0.0867 0.4060 0.1133
H 0.0853 -0.1494 -0.1412
C 0.1905 1.8668 -0.2755
C -1.5157 1.7067 1.5347
O 0.7404 -2.6571 -0.5904
C 1.0532 1.1549 0.2146
H 0.3905 -0.7537 -0.2990
H 0.0324 0.2421 -0.0675
H -0.4089 -0.6994 -0.3196
H -0.0472 -0.8238 0.0913
H -0.7435 -0.1333 -0.2129
H 0.2100 0.0250 -0.1302
C -0.1188 -0.4507 -0.0582
C -1.4497 -0.8146 1.1974
C 2.1904 -1.4939 -1.1800
S -1.4218 0.2928 -0.0032
O 1.8737 1.0264 0.3760
O -0.6330 0.1472 -0.0545
C 0.0507 0.1262 0.7016
H 0.2129 -0.2175 -0.0493
H 0.0810 0.2706 -0.0078
H -0.2129 -0.0497 -0.1253
H 0.4759 0.1642 0.2531
H 0.0341 0.3641 -0.3919
H -0.4818 0.5906 0.2268
H -0.3670 0.3955 -0.5759
H -0.0936 0.3262 0.3298
C -0.1309 0.8953 -0.4558
C -0.5827 -1.5466 -0.4176
C -1.2018 -0.1565 -0.8908
S -1.1998 2.3952 0.8644
O -0.2883 1.0708 0.2163
O 0.9773 -2.1855 0.8595
C 0.3318 -0.7005 -0.7579
H -0.0248 0.1494 0.0177
H 0.6122 0.0442 0.2062
H 0.4317 0.0443 0.3205
H -0.1099 -0.0281 -0.1369
H 0.3590 -0.1047 0.7529
H -0.0924 -0.0123 0.0233
H 0.5590 -0.2104 -0.0932
H 0.2488 0.3958 -0.4210
C 1.7535 -0.4509 -0.9983
C -0.8809 1.2327 -0.2168
C -0.8826 -1.7892 1.6337
S -1.4407 0.1799 0.3068
O 0.7168 -0.7532 -1.5080
O -0.2818 0.5908 0.6159
C 0.3028 -0.8866 0.5882
H -0.5322 0.6023 0.1617
H -0.1626 -0.0793 -0.1607
H 0.0019 0.0836 -0.4515
H -0.1449 -0.0322 0.0503
H 0.3640 0.2924 -0.1161
H -0.0511 -0.0389 -0.1098
H 0.2237 0.0377 0.1921
H 0.0711 0.2055 -0.2626
C 0.5801 -0.7401 0.1179
C -0.2384 1.1834 -1.1522
C -0.3433 0.4183 0.8696
S -1.5546 -0.1427 -0.2443
O 0.0878 -0.5873 -0.3039
O 1.0324 0.3796 1.2021
C -0.3146 -0.9618 1.3654
H 0.1637 0.4285 -0.7216
H -0.1341 1.0069 0.0259
H -0.1549 -0.0389 -0.2863
H 0.2300 -0.7949 0.1663
H 0.1652 0.3900 -0.0271
H 0.0584 0.2169 -0.3189
H 0.2509 -0.2743 0.0352
H 0.0828 0.2360 -0.0554
C 0.8679 -0.0539 -0.4007
C -0.3849 0.6917 0.7773
C 1.4578 0.1144 -1.1420
S -0.3976 0.9871 0.1271
O -0.0464 -0.0991 0.4236
O 0.0876 -0.2654 0.3272
C -1.5932 -0.2318 -0.1683
H -0.0489 -0.1658 -0.1489
H -0.0044 -0.1802 -0.0001
H 0.3737 -0.5687 0.0441
H -0.3684 -0.0811 0.0323
H 0.1051 0.2273 0.3102
H -0.2396 -0.1948 -0.1624
H 0.0047 -0.2677 -0.0818
H 0.2611 0.0018 0.1410
C -0.5049 1.6402 -0.0349
C -1.2610 0.3882 1.0063
C 0.9404 -0.6325 -1.1347
S 2.9278 1.6239 1.2589
O -1.7362 -1.9320 -1.2255
O 0.6286 -0.2444 0.0476
C -1.5889 -0.5372 -0.6926
H -0.2163 0.0432 -0.0327
H 0.1510 -0.1651 0.0810
H -0.3396 0.2375 0.5135
H 0.2290 -0.2508 -0.5198
H 0.1356 0.5934 -0.4608
H -0.1893 -0.6403 -0.5151
H 0.4028 0.5997 1.0269
H -0.3737 -0.6354 0.1258

Q: Number 4 is which compound?
A: C11H20F3N2O2

Q: The highest electronic energy belongs to which entry?
A: CH4N6O

Q: The highest electronic energy belongs to which entry?
A: CH4N6O